Computed, not measured: 8 unconnected molecules or ions with the total composition C28H58NO15S6 at a distorted geometry, with wB97M-V/def2-TZVPD.

Structure (XYZ):
```
108
Properties=species:S:1:pos:R:3:forces:R:3
N 0.195 0.403 0.412 -2.573 0.005 -5.996
H 0.237 0.896 1.177 0.329 4.428 5.418
H -0.480 0.886 -0.325 1.737 -1.458 1.839
H -0.192 -0.431 0.767 -0.281 -2.071 -0.550
H 1.127 0.405 0.056 1.108 -1.023 -0.691
C -4.175 3.279 -1.927 -3.489 -1.784 1.787
C -2.735 3.081 -2.174 -1.335 -2.922 -0.814
C -2.175 4.258 -2.902 -1.198 1.582 7.549
O -0.998 4.524 -2.135 0.993 -0.005 -0.275
C -1.172 3.994 -0.924 4.820 -0.166 4.007
O -0.331 4.131 0.025 -3.589 -0.298 -3.701
O -2.222 3.178 -0.859 1.565 0.197 0.045
H -4.719 2.463 -1.239 1.675 1.480 -1.639
H -4.747 3.318 -2.813 -0.627 -0.257 -1.375
H -4.461 4.223 -1.443 0.844 -0.014 0.064
H -2.477 2.001 -2.684 -0.452 2.617 1.421
H -2.793 5.115 -2.605 -0.348 -0.066 -0.767
H -2.100 4.201 -3.854 1.299 -0.506 -6.311
C 1.863 0.371 5.452 -1.974 -0.977 -3.248
C 0.662 -0.412 5.961 -2.966 1.828 0.675
C 0.176 -1.377 4.824 0.385 5.789 -1.394
S 1.631 -1.752 3.940 0.715 -0.862 0.459
O 1.527 -1.244 2.641 -0.766 1.090 -3.783
O 2.017 -3.128 4.096 -0.366 -0.540 0.343
C 2.734 -0.778 4.818 -0.544 -1.010 2.604
H 2.422 0.877 6.110 1.868 1.459 3.223
H 1.442 1.357 4.810 1.402 -3.282 0.565
H -0.116 0.385 6.272 0.600 -1.341 -1.028
H 0.702 -0.908 6.907 1.082 -0.753 0.488
H -0.531 -0.812 4.101 1.377 -0.694 0.972
H -0.274 -2.245 4.952 -2.080 -3.967 1.762
H 3.570 -0.453 4.312 1.537 0.609 -1.772
H 3.121 -1.725 5.431 -0.609 2.779 0.278
C -3.928 -2.948 -2.680 1.364 -0.334 3.434
C -3.482 -2.056 -3.722 0.138 3.256 -1.976
C -2.332 -1.222 -3.173 0.383 -1.438 -6.253
S -1.591 -2.193 -2.013 0.989 -1.457 0.311
O -1.616 -1.506 -0.758 -0.154 0.059 0.559
O -0.396 -2.756 -2.490 3.033 -0.657 -0.794
C -2.720 -3.583 -2.022 0.524 2.363 -6.520
H -4.533 -3.530 -3.181 -3.210 -4.052 -1.789
H -4.416 -2.682 -1.783 -1.369 1.849 0.420
H -4.247 -1.331 -4.197 0.867 -1.401 0.909
H -3.104 -2.698 -4.546 -0.092 0.474 0.330
H -2.553 -0.424 -2.688 -2.654 4.969 3.603
H -1.900 -0.660 -4.083 0.916 -1.722 1.338
H -2.649 -3.830 -1.113 -1.066 -1.776 7.518
H -2.240 -4.417 -2.476 0.490 -0.301 -1.325
C 1.726 1.439 -5.688 -3.643 -5.361 3.191
C 2.763 0.448 -5.092 -1.483 5.498 4.795
C 2.007 -0.125 -3.859 -3.513 -0.007 -4.885
S 1.374 1.286 -3.113 1.565 2.520 -0.450
O 2.315 1.911 -2.222 0.868 -0.046 -0.398
O 0.140 1.044 -2.511 -4.463 -1.138 1.706
C 1.144 2.257 -4.559 1.610 3.311 -0.105
H 0.745 0.784 -5.966 2.547 1.360 -0.468
H 2.152 1.968 -6.385 1.630 2.852 -4.295
H 3.577 1.231 -4.618 -1.484 -2.119 -1.020
H 3.256 -0.170 -5.685 1.758 -2.903 -2.714
H 2.606 -0.228 -3.116 4.354 -2.926 4.707
H 1.131 -0.875 -3.985 1.900 1.001 0.144
H 1.673 3.353 -4.383 -1.503 -2.833 -0.441
H 0.090 2.313 -4.770 -0.379 0.724 0.469
C -5.940 -0.153 2.747 -0.507 0.217 1.131
C -5.629 -1.577 2.416 0.761 -2.619 1.001
C -4.896 -1.745 1.047 0.990 0.024 1.550
S -3.985 -0.223 0.917 -0.139 0.726 -3.381
O -3.919 0.358 -0.438 -1.181 -0.826 1.627
O -2.746 -0.454 1.506 4.054 -0.668 2.153
C -4.829 0.724 2.076 -3.203 -0.161 0.900
H -6.041 0.033 3.895 0.235 -0.381 -2.199
H -6.936 -0.180 2.311 -0.206 2.041 -0.174
H -6.508 -2.293 2.443 0.911 1.037 0.156
H -4.970 -1.819 3.278 0.142 -1.011 -1.044
H -5.437 -1.688 0.130 -1.145 -0.813 -0.392
H -4.156 -2.605 1.145 -0.930 1.246 -0.677
H -5.364 1.516 1.675 -0.906 1.531 -1.626
H -4.160 1.251 2.691 1.219 -0.146 1.175
C 2.286 -4.907 0.736 -0.192 -0.217 -1.211
C 3.293 -3.895 1.351 -4.814 1.349 0.115
C 3.906 -3.017 0.297 1.375 -3.716 -1.493
S 2.579 -2.882 -0.905 -1.863 1.807 -1.579
O 3.089 -3.375 -2.176 -0.193 0.459 0.558
O 1.969 -1.512 -0.838 1.228 -2.337 -0.101
C 1.328 -4.088 -0.263 6.239 -0.776 1.082
H 1.594 -5.327 1.533 1.363 -0.032 -0.950
H 3.014 -5.638 0.193 -2.097 0.555 0.697
H 3.739 -4.474 2.090 2.002 -0.253 1.130
H 2.578 -3.178 1.869 1.198 -0.913 -0.131
H 4.751 -3.605 -0.310 -1.505 1.848 1.340
H 4.094 -2.083 0.734 0.823 1.494 -0.058
H 0.838 -4.580 -1.012 -0.840 -1.280 -2.122
H 0.731 -3.465 0.235 -2.672 2.176 2.346
C 4.644 4.288 1.204 0.218 -1.350 -2.726
C 4.836 3.599 2.549 3.853 5.748 4.096
C 4.856 2.208 2.384 2.899 -5.318 0.220
S 3.383 1.912 1.424 -1.062 -3.410 1.026
O 2.229 1.850 2.367 1.578 0.197 -1.536
O 3.546 0.840 0.437 -0.333 0.688 1.256
C 3.435 3.406 0.618 0.596 2.484 -3.609
H 5.509 4.131 0.359 -1.637 0.360 2.636
H 4.382 5.360 1.192 0.135 -0.643 0.309
H 4.183 4.053 3.395 0.505 -1.029 -1.669
H 5.948 3.772 3.061 -2.546 0.324 -1.412
H 5.175 1.573 3.328 -1.774 1.118 -1.644
H 5.807 1.944 1.758 -1.955 0.366 0.303
H 2.470 3.889 0.830 0.180 -0.085 -0.460
H 3.605 3.179 -0.579 -0.867 0.561 3.225
```
Forces are in eV/Å.

Computed properties:
orbital gap	9.84	eV
E_LUMO	-1.694	eV
strongest force on any atom	0.15638	hartree/bohr
energy above the lowest of the compared OMol25 structures with the same formula, charge and spin	46.7	kcal per mole
net charge	+1

Results of the Mulliken charge analysis, in e, for atoms 1 through 99: 1.026 0.523 -0.194 0.010 -0.408 -1.616 1.911 -0.925 -0.334 0.500 -0.653 -0.162 0.037 0.520 0.456 -0.651 0.360 0.648 -0.521 -0.908 -0.594 1.393 -0.288 -0.831 -0.929 0.743 0.017 0.386 0.303 -0.001 0.682 0.367 0.383 -0.286 -0.538 0.269 1.341 0.093 -0.903 -1.775 0.632 -0.380 0.357 0.319 -0.328 0.103 0.985 0.352 -0.831 -0.828 -0.706 1.332 -0.737 -0.776 -0.472 0.146 0.633 0.168 0.648 0.465 0.193 0.289 0.146 -0.555 -0.840 -0.567 1.177 -0.641 -0.597 -1.066 0.263 0.287 0.423 0.252 0.481 0.208 0.325 0.669 -0.590 -0.223 -0.717 1.112 -0.828 -0.005 -1.026 0.384 0.287 0.619 -0.291 0.307 0.222 0.658 0.191 -0.619 -0.438 -0.638 1.370 -0.774 -0.714